Record 1
A 31-piece molecular cluster, H62O31 overall at a distorted geometry. Source: OMol25; level of theory: the ωB97M-V functional and the def2-TZVPD basis.

Positions of all 93 atoms, in Å:
O1 -0.799 -1.682 3.047
H1 -1.496 -1.886 2.420
H2 -0.155 -0.983 2.705
O2 -2.472 0.832 3.462
H3 -1.838 0.239 3.836
H4 -2.264 0.734 2.513
O3 -2.794 1.634 -3.267
H5 -2.428 2.506 -3.260
H6 -3.633 1.620 -2.784
O4 -2.615 -4.528 -3.783
H7 -2.297 -3.849 -3.136
H8 -3.011 -4.002 -4.486
O5 -4.569 1.098 -1.057
H9 -3.956 0.881 -0.339
H10 -5.281 0.440 -1.074
O6 -1.031 -1.424 5.650
H11 -1.133 -1.749 4.721
H12 -0.968 -2.152 6.259
O7 1.367 -2.866 0.744
H13 2.143 -3.002 1.385
H14 0.685 -2.474 1.379
O8 -0.637 2.212 6.704
H15 -0.865 3.140 6.840
H16 -1.483 1.743 6.756
O9 -1.651 -2.592 -1.769
H17 -0.686 -2.777 -1.888
H18 -1.962 -2.081 -2.546
O10 0.765 -3.665 -2.421
H19 1.129 -3.884 -1.565
H20 0.438 -4.535 -2.893
O11 -1.401 4.089 -3.450
H21 -0.508 4.048 -3.021
H22 -1.481 5.041 -3.618
O12 -2.362 -1.177 -3.922
H23 -2.470 -0.178 -3.886
H24 -1.402 -1.304 -4.010
O13 0.063 2.800 3.834
H25 -0.366 2.677 4.701
H26 -0.517 2.276 3.202
O14 0.849 3.320 -1.741
H27 0.568 2.366 -1.470
H28 0.834 3.755 -0.848
O15 1.434 0.198 5.348
H29 1.128 1.114 5.523
H30 0.654 -0.244 5.787
O16 3.679 1.133 0.311
H31 2.868 0.800 -0.072
H32 3.899 0.538 1.021
O17 0.001 -5.414 -4.162
H33 -0.967 -5.206 -4.185
H34 0.118 -6.367 -4.337
O18 -0.915 0.824 -1.418
H35 -0.279 0.132 -1.623
H36 -1.656 0.873 -2.035
O19 0.348 -1.148 -3.890
H37 0.773 -1.998 -3.617
H38 1.126 -0.516 -4.016
O20 -2.417 -2.674 0.833
H39 -1.985 -2.829 -0.052
H40 -2.915 -3.499 1.039
O21 3.814 3.594 -1.856
H41 4.008 3.089 -1.056
H42 2.861 3.484 -1.955
O22 0.903 0.189 2.565
H43 0.989 0.548 3.478
H44 0.972 0.982 2.016
O23 3.612 -0.699 3.445
H45 3.553 -0.614 4.472
H46 2.694 -0.498 3.200
O24 1.576 -0.301 -0.714
H47 1.755 -0.385 -1.705
H48 1.478 -1.213 -0.310
O25 2.459 0.199 -3.484
H49 2.804 1.112 -3.896
H50 3.112 -0.400 -3.858
O26 1.364 2.800 1.421
H51 1.143 3.163 2.341
H52 2.291 2.633 1.526
O27 -2.687 0.083 0.576
H53 -2.876 -0.785 0.277
H54 -1.881 0.354 0.029
O28 3.557 -3.276 2.381
H55 4.210 -3.433 1.639
H56 3.664 -2.330 2.752
O29 3.496 2.519 -4.685
H57 4.091 2.832 -3.958
H58 2.809 3.147 -4.893
O30 -3.462 0.787 6.449
H59 -3.550 0.981 5.500
H60 -2.938 -0.024 6.431
O31 0.579 3.467 -5.434
H61 -0.118 3.687 -4.808
H62 0.512 3.930 -6.262

Forces on the atoms, in the same order (eV/Å):
0.866 0.263 0.274
-0.176 0.025 -0.765
-1.090 -0.672 0.186
-0.011 0.841 -0.666
0.612 -0.869 0.665
-0.731 -0.081 -0.005
-0.414 -1.515 -0.187
0.265 1.206 -0.040
0.003 0.132 0.333
0.500 0.557 0.372
-0.383 -0.654 -0.214
-0.045 0.039 -0.050
-0.810 0.260 -0.818
0.131 -0.380 0.292
0.455 0.262 0.209
-0.251 0.758 -0.037
0.418 0.000 0.296
-0.028 -0.509 0.058
-0.423 0.989 1.956
-0.773 -0.070 -0.896
0.966 -0.936 -1.225
0.043 0.231 -0.331
0.031 -0.151 0.158
-0.263 -0.058 -0.013
0.531 -0.554 0.180
-0.573 -0.007 -0.259
-0.142 0.564 0.347
-0.632 -1.123 -0.961
0.203 -0.175 0.465
0.955 1.612 0.761
1.292 0.769 0.118
-0.726 -0.449 0.354
-0.406 -0.324 -0.010
-0.445 1.200 0.021
0.089 -1.458 -0.013
0.357 0.476 -0.488
-1.033 -1.018 -0.875
0.097 0.018 -0.150
0.656 0.942 1.299
-0.575 -1.567 1.828
0.299 1.957 -0.856
0.085 -0.423 -1.017
-1.690 0.626 0.841
0.703 -0.228 -0.101
0.890 -0.316 -0.778
0.612 1.200 0.087
-0.631 -0.664 -0.315
0.155 -0.389 0.411
-0.380 -0.660 -0.240
0.257 -0.281 -0.058
-0.240 0.752 0.194
0.347 0.597 1.045
-0.153 -0.298 -0.254
0.002 -0.095 -0.669
1.132 -0.591 0.083
-0.523 0.705 -0.182
-1.165 -0.631 0.259
-0.229 -1.215 -0.152
-0.586 0.229 0.505
0.605 0.962 -0.328
0.209 -0.092 -0.006
0.142 -0.116 -0.045
-0.359 0.011 -0.031
0.488 0.374 0.694
-0.090 -0.479 -0.178
0.036 0.248 -0.651
-0.292 0.140 2.604
0.218 -0.246 -2.646
-0.061 0.101 -0.194
-0.153 -0.993 -1.251
-0.039 -0.040 1.737
0.302 0.848 -0.599
1.475 2.380 -1.133
-0.919 -1.604 0.855
0.146 -0.272 0.125
-1.157 0.810 1.906
0.043 -0.449 -1.628
1.249 -0.347 -0.496
1.622 2.209 -0.005
-0.243 -1.763 -0.141
-1.013 -0.280 0.429
0.836 0.958 -0.778
-0.954 0.614 1.495
0.276 -1.478 -0.639
1.235 -1.020 0.824
-1.069 0.216 -0.686
-0.473 0.609 0.212
0.442 0.094 -0.439
-0.081 0.055 0.202
-0.013 -0.188 0.074
1.170 -0.726 0.402
-0.484 0.231 -0.487
-0.514 0.387 -0.167

## Properties
ΔE to the lowest compared entry with this formula, charge and spin in eV: 0.046
F_max in eV Å⁻¹: 3.0
Multiplicity: 1
Orbital gap in eV: 11.09
DFT total energy in a.u.: -2369.79750

Per-atom Löwdin charges, elementary charge units: -0.09 0.02 0.02 -0.04 -0.01 0.02 -0.05 0.00 0.04 -0.06 0.03 0.06 -0.06 -0.01 0.06 -0.07 0.02 0.05 -0.11 0.02 0.05 -0.05 0.06 0.02 -0.09 0.03 0.00 -0.10 0.03 0.05 -0.06 0.04 0.08 -0.08 0.05 0.00 -0.08 0.02 0.06 -0.10 0.08 0.07 -0.07 0.03 0.05 -0.04 -0.02 0.02 -0.06 0.03 0.08 -0.05 0.02 0.02 -0.10 0.04 0.02 -0.09 0.03 0.08 -0.06 0.02 -0.01 -0.06 0.04 0.03 -0.09 0.11 0.00 -0.09 0.05 0.05 -0.09 0.09 0.07 -0.06 0.06 0.02 -0.07 0.00 0.06 -0.11 0.09 0.04 -0.06 0.06 0.02 -0.06 0.03 0.02 -0.04 -0.01 0.04

Record 2
One molecule with the formula C6H11N at a distorted geometry. Source: OMol25; level of theory: the ωB97M-V functional and the def2-TZVPD basis.

Positions of all 18 atoms, in Å:
C1 2.109 -0.065 -0.109
C2 0.951 -1.024 0.168
C3 -0.423 -0.385 -0.007
C4 -1.607 -1.276 0.350
C5 -0.889 2.046 -0.792
C6 -0.566 1.013 0.508
N1 -0.583 1.831 1.399
H1 2.033 0.380 -1.110
H2 3.069 -0.586 -0.047
H3 2.124 0.755 0.618
H4 1.048 -1.462 1.167
H5 0.979 -1.855 -0.550
H6 -1.527 -1.687 1.360
H7 -2.551 -0.723 0.274
H8 -1.645 -2.103 -0.366
H9 -1.889 2.465 -0.806
H10 -0.111 2.770 -1.005
H11 -0.523 -0.096 -1.052

Forces on the atoms, in the same order (eV/Å):
0.038 0.022 0.012
0.030 -0.103 0.100
0.041 -0.230 -0.225
-0.047 -0.100 0.064
0.319 -0.224 2.769
-0.431 1.382 -1.935
-0.121 -0.055 -1.009
-0.022 -0.102 0.153
-0.132 0.074 -0.012
-0.001 -0.126 -0.102
0.011 0.055 -0.041
0.061 0.043 0.192
-0.003 0.064 -0.074
0.165 -0.106 0.010
-0.015 0.029 0.184
-0.102 0.075 0.088
0.103 0.066 0.045
0.105 -0.763 -0.220

## Properties
ΔE to the lowest compared entry with this formula, charge and spin in eV: 4.009
F_max in eV Å⁻¹: 2.8
Multiplicity: 1
Orbital gap (alpha / beta) in eV: 8.86 / 8.52
DFT total energy in a.u.: -289.82436

Per-atom Löwdin charges, elementary charge units: -0.10 -0.22 -0.38 -0.05 0.14 -0.47 0.23 0.08 0.07 0.07 0.11 0.12 0.08 0.08 0.08 0.02 0.02 0.11

Record 3
C6H4N3O5 as an isolated structure at a distorted geometry. Source: OMol25; level of theory: the ωB97M-V functional and the def2-TZVPD basis.

Positions of all 18 atoms, in Å:
C1 1.086 1.029 1.110
C2 0.526 -1.553 0.972
C3 2.527 1.092 -1.461
C4 -1.681 -1.304 0.086
C5 0.398 -0.276 0.442
C6 -1.472 1.139 -0.652
N1 1.485 0.624 -0.018
N2 -0.772 -2.206 0.729
N3 -0.962 -0.162 -0.169
O1 0.984 1.656 2.078
O2 1.441 -2.118 1.530
O3 1.800 1.052 -2.344
O4 -2.847 -1.527 -0.159
O5 3.544 1.455 -1.025
H1 -1.207 1.955 -0.083
H2 -1.298 1.185 -1.644
H3 -2.528 1.076 -0.524
H4 -1.025 -3.116 1.132

Forces on the atoms, in the same order (eV/Å):
-0.554 -0.424 -0.527
-3.298 -1.642 -1.086
1.145 1.126 1.420
1.280 -2.679 1.895
-2.772 1.195 -2.950
-1.529 -3.513 1.807
-0.403 -1.196 -0.254
-0.914 1.591 -0.977
3.567 1.331 1.587
0.392 2.413 2.898
2.812 -1.240 1.752
-3.026 -0.852 -3.818
-0.618 0.348 -0.444
2.585 0.322 1.247
1.400 1.611 1.191
0.931 0.753 -3.221
-1.068 -0.159 -0.025
0.069 1.014 -0.494

## Properties
ΔE to the lowest compared entry with this formula, charge and spin in eV: 0.000
F_max in eV Å⁻¹: 4.9
Charge: -1
Multiplicity: 3
⟨S²⟩: 2.01
Orbital gap (alpha / beta) in eV: 4.12 / 7.28
DFT total energy in a.u.: -771.45678

Per-atom Löwdin charges, elementary charge units: -0.44 -0.50 -0.68 -0.52 -0.16 0.02 0.23 0.15 0.06 0.17 0.01 0.13 0.03 0.12 0.07 0.06 0.08 0.14

Record 4
C30H31BCl2O2S as an isolated structure at a distorted geometry. Source: OMol25; level of theory: the ωB97M-V functional and the def2-TZVPD basis.

Positions of all 67 atoms, in Å:
Cl1 -3.347 1.981 -5.170
C1 -2.390 1.760 -3.757
C2 -0.982 1.813 -3.828
C3 -0.228 1.567 -2.683
C4 -0.852 1.370 -1.405
C5 -0.085 1.072 -0.235
C6 -0.503 1.237 1.115
C7 0.299 0.688 2.157
C8 -0.169 0.596 3.458
C9 -1.441 1.107 3.762
Cl2 -2.133 0.811 5.304
C10 -2.154 1.855 2.812
C11 -1.659 1.972 1.522
C12 -2.267 1.371 -1.369
C13 -3.026 1.502 -2.524
H1 -0.493 2.035 -4.781
H2 0.858 1.514 -2.767
H3 1.089 1.634 -0.465
H4 1.283 0.302 1.899
H5 0.420 0.113 4.235
H6 -3.105 2.307 3.093
H7 -2.185 2.614 0.813
H8 -2.764 1.180 -0.417
H9 -4.116 1.423 -2.487
C14 0.811 -3.729 1.244
C15 -0.135 -2.717 0.721
C16 -0.308 -2.319 -0.598
C17 -1.492 -1.562 -0.802
C18 -2.118 -1.175 0.375
B1 2.240 1.148 -0.505
C19 -3.535 -0.827 0.546
C20 -4.371 -0.633 -0.585
C21 -5.568 0.069 -0.460
C22 -6.036 0.442 0.808
C23 -5.291 0.091 1.949
C24 -4.085 -0.590 1.817
O1 3.051 1.187 0.581
C25 3.952 0.089 0.312
C26 5.269 0.501 0.917
C27 3.443 -1.169 1.019
C28 3.903 -0.045 -1.260
C29 4.841 0.957 -1.931
C30 4.170 -1.424 -1.823
O2 2.551 0.339 -1.578
S1 -1.363 -2.027 1.717
H10 1.525 -4.011 0.456
H11 1.345 -3.367 2.131
H12 0.243 -4.629 1.521
H13 0.393 -2.606 -1.384
H14 -1.850 -1.274 -1.785
H15 -4.039 -0.991 -1.563
H16 -6.145 0.336 -1.352
H17 -6.980 0.990 0.910
H18 -5.663 0.361 2.943
H19 -3.530 -0.878 2.707
H20 6.042 -0.240 0.693
H21 5.580 1.477 0.539
H22 5.157 0.571 2.003
H23 4.173 -1.985 0.897
H24 3.345 -0.979 2.099
H25 2.458 -1.517 0.655
H26 5.882 0.632 -1.807
H27 4.611 0.994 -3.001
H28 4.717 1.968 -1.510
H29 5.219 -1.689 -1.599
H30 3.499 -2.185 -1.385
H31 4.046 -1.407 -2.916

Forces on the atoms, in the same order (eV/Å):
-0.195 0.096 -0.400
0.566 -0.274 1.278
-0.498 -0.177 0.356
-0.712 0.055 0.273
0.566 0.757 -1.305
0.296 -0.876 -0.756
0.723 1.267 2.009
-0.593 0.108 -0.188
-0.309 0.456 -0.069
0.427 0.239 -1.117
-0.164 -0.013 0.458
0.273 -0.415 0.425
0.457 -0.368 -0.173
0.229 -0.001 0.013
0.483 0.298 -0.861
-0.193 -0.188 0.328
-0.325 0.162 0.052
-0.163 1.218 -0.007
-0.373 -0.083 0.115
-0.130 0.070 -0.148
0.256 -0.042 -0.072
0.166 -0.344 0.215
0.150 0.206 -0.705
0.448 0.119 0.016
0.299 -0.234 0.138
-0.826 0.809 -1.111
0.045 -0.429 0.776
0.180 0.622 0.624
-0.354 -2.968 -0.243
-1.570 -1.472 -0.115
-0.794 0.415 -0.277
0.242 0.190 0.460
-0.169 -0.279 0.329
0.298 0.072 0.135
-0.537 -0.139 -0.358
0.081 0.503 -0.344
-0.918 0.123 -0.991
0.580 -0.812 0.142
0.471 0.002 -0.137
-0.283 -0.245 0.116
0.937 0.089 -0.020
0.049 0.113 -0.021
0.110 -0.408 0.302
-0.090 1.154 1.153
0.136 -0.025 -0.592
-0.121 0.100 0.327
0.019 -0.186 -0.170
0.286 0.161 0.016
-0.334 0.007 0.158
0.123 0.024 0.181
-0.047 0.349 0.324
0.142 -0.271 0.326
0.468 -0.216 -0.038
0.122 -0.211 -0.360
0.009 0.250 -0.079
0.001 0.102 0.049
0.036 -0.166 0.084
0.022 -0.015 -0.176
-0.260 0.259 0.001
0.053 0.041 -0.306
0.413 0.256 0.005
-0.205 0.217 -0.030
0.050 0.009 0.201
0.084 -0.323 -0.168
-0.435 -0.071 -0.111
0.310 0.345 -0.302
-0.008 -0.011 0.363

## Properties
ΔE to the lowest compared entry with this formula, charge and spin in eV: 3.313
F_max in eV Å⁻¹: 3.0
Multiplicity: 1
Orbital gap in eV: 5.76
DFT total energy in a.u.: -2655.61854

Per-atom Löwdin charges, elementary charge units: 0.65 -0.69 -0.10 -0.02 -0.22 -0.02 -0.24 -0.04 -0.12 -0.70 0.68 -0.11 -0.01 -0.07 -0.10 0.10 0.10 0.11 0.10 0.11 0.11 0.12 0.08 0.10 -0.12 -0.58 -0.11 -0.11 -0.44 -0.43 -0.25 -0.06 -0.09 -0.09 -0.08 -0.07 0.15 -0.46 0.00 -0.01 -0.47 -0.01 0.00 0.14 1.11 0.08 0.07 0.08 0.11 0.12 0.12 0.11 0.10 0.11 0.08 0.10 0.09 0.10 0.10 0.10 0.08 0.10 0.10 0.10 0.10 0.09 0.10